<one>
Below is an isolated ion of composition C5H8N3 and charge +1, with properties calculated with ωB97M-V/def2-TZVPD.

XYZ file:
```
16
C5H8N3, DFT ωB97M-V/def2-TZVPD
C 2.05 0.28 0.21
N 1.02 -0.49 -0.21
N -0.24 -0.11 0.04
C -1.19 -1.05 0.22
C -2.56 -0.62 0.25
C -2.82 0.72 -0.07
N -1.81 1.61 -0.15
C -0.61 1.21 -0.06
H 2.28 0.19 1.35
H 3.02 0.06 -0.21
H 1.70 1.36 0.10
H 1.29 -1.50 -0.30
H -0.81 -2.08 0.11
H -3.38 -1.27 0.49
H -3.78 1.11 -0.13
H 0.09 1.97 -0.08
```

Computed properties:
Frontier orbital gap = 8.85 eV
Structure (SMILES) = CN[n+]1cccnc1
Multiplicity = 1
Net charge = +1
Molecular weight = 110.140 g/mol
LUMO energy = -4.906 eV


<two>
Below is an isolated ion of composition C5H8N3 and charge +1, with properties calculated with ωB97M-V/def2-TZVPD.

XYZ file:
```
16
C5H8N3, DFT ωB97M-V/def2-TZVPD
H -2.10 2.45 1.71
N -2.32 2.26 0.74
C -1.40 2.01 -0.01
C -1.14 1.63 -1.34
C 0.01 1.48 -0.27
N 0.47 0.39 0.31
C 0.19 -0.71 0.74
N 0.57 -1.94 0.92
C 1.57 -2.48 0.07
H -0.99 2.32 -2.08
H -1.63 0.78 -1.75
H 0.74 2.35 -0.21
H 0.28 -2.44 1.82
H 1.50 -3.51 -0.41
H 2.56 -2.63 0.58
H 1.70 -1.96 -0.83
```

Computed properties:
Frontier orbital gap (alpha / beta) = 8.26 / 8.26 eV
Structure (SMILES) = [H]/N=C1/C[C@@H]1N=C=[NH+]C
Multiplicity = 1
Net charge = +1
Molecular weight = 110.140 g/mol
LUMO energy (alpha / beta) = -5.268 / -5.267 eV


The most stable of them is <one>.


<one>
Below is an isolated ion of composition C5H8N3 and charge +1, with properties calculated with ωB97M-V/def2-TZVPD.

XYZ file:
```
16
C5H8N3, DFT ωB97M-V/def2-TZVPD
C -1.10 -0.80 1.08
C -0.43 -1.32 0.04
C 0.52 1.39 0.07
C -0.53 1.36 0.95
C 1.15 -1.49 -1.79
N 0.91 0.43 -0.72
N 0.50 -0.76 -0.75
N -1.05 2.17 1.78
H -1.80 -1.15 1.88
H -0.56 -2.37 -0.12
H 1.07 2.30 -0.19
H 1.77 -0.67 -2.15
H 1.79 -2.29 -1.52
H 0.49 -1.79 -2.60
H -1.80 1.85 2.49
H -0.94 3.15 1.55
```

Computed properties:
Frontier orbital gap = 8.55 eV
Multiplicity = 1
Net charge = +1
Molecular weight = 110.140 g/mol
LUMO energy = -4.915 eV


<two>
Below is an isolated ion of composition C5H8N3 and charge +1, with properties calculated with ωB97M-V/def2-TZVPD.

XYZ file:
```
16
C5H8N3, DFT ωB97M-V/def2-TZVPD
C -1.62 -1.09 0.08
C -0.40 0.94 -0.02
C 0.91 1.58 0.05
C 1.81 0.33 -0.17
C 0.92 -0.95 0.05
N -2.65 0.95 -0.02
N -2.68 -0.30 -0.03
N -0.44 -0.36 0.09
H -1.78 -2.11 -0.26
H 1.20 2.52 -0.37
H 1.13 1.66 1.08
H 2.44 0.17 -1.05
H 2.50 0.46 0.66
H 0.91 -1.62 -0.80
H 1.25 -1.30 0.98
H -3.51 -0.86 -0.28
```

Computed properties:
Frontier orbital gap (alpha / beta) = 7.65 / 7.65 eV
Multiplicity = 1
Net charge = +1
Molecular weight = 110.140 g/mol
LUMO energy (alpha / beta) = -5.679 / -5.684 eV


<three>
Below is an isolated ion of composition C5H8N3 and charge +1, with properties calculated with ωB97M-V/def2-TZVPD.

XYZ file:
```
16
C5H8N3, DFT ωB97M-V/def2-TZVPD
H -3.60 1.05 0.42
N -2.86 0.37 0.36
C -1.73 0.79 0.06
C -0.64 -0.15 -0.05
N -0.71 -1.48 -0.03
C 0.53 -2.06 -0.21
C 1.47 -1.05 -0.21
N 0.90 0.12 -0.10
C 1.51 1.44 0.01
H -1.38 1.83 -0.08
H -1.46 -2.08 -0.09
H 0.60 -3.06 -0.07
H 2.46 -1.15 -0.40
H 2.38 1.58 -0.57
H 0.82 2.28 -0.14
H 1.71 1.57 1.10
```

Computed properties:
Frontier orbital gap = 8.96 eV
Structure (SMILES) = [H]/N=C/c1[nH]cc[n+]1C
Multiplicity = 1
Net charge = +1
Molecular weight = 110.140 g/mol
LUMO energy = -4.758 eV


<four>
Below is C5H8N3 as an isolated structure, with properties calculated with ωB97M-V/def2-TZVPD.

XYZ file:
```
16
C5H8N3, DFT ωB97M-V/def2-TZVPD
C -0.51 1.34 0.03
C -1.81 0.93 0.09
C -1.24 -1.30 0.09
C 0.64 0.54 0.03
C 0.63 -0.86 -0.09
N -2.13 -0.35 -0.07
N 1.88 1.16 -0.19
N 1.59 -1.77 0.09
H -0.36 2.36 0.05
H -2.55 1.72 0.02
H -1.42 -2.30 0.34
H -3.21 -0.45 -0.11
H 1.92 2.19 -0.20
H 2.71 0.75 0.06
H 1.35 -2.64 -0.19
H 2.49 -1.31 0.06
```

Computed properties:
Frontier orbital gap (alpha / beta) = 7.75 / 7.75 eV
Multiplicity = 1
Net charge = +1
Molecular weight = 110.140 g/mol
LUMO energy (alpha / beta) = -4.254 / -4.255 eV


The most stable of them is <three>.


<one>
Below is an isolated ion of composition C5H8N3 and charge +1, with properties calculated with ωB97M-V/def2-TZVPD.

XYZ file:
```
16
C5H8N3, DFT ωB97M-V/def2-TZVPD
C -0.23 0.07 1.88
C -0.95 1.05 -0.63
C 0.88 -0.91 -0.39
C -0.55 -1.19 -0.71
C 1.11 0.49 0.13
N -1.16 -0.24 1.20
N -1.33 -0.14 -0.13
N 0.29 1.47 -0.38
H 0.10 0.17 2.93
H -1.61 1.78 -1.08
H 1.44 -1.53 0.35
H 1.45 -0.89 -1.31
H -0.89 -1.25 -1.81
H -1.09 -2.07 -0.35
H 1.99 0.75 0.69
H 0.54 2.43 -0.38
```

Computed properties:
Frontier orbital gap (alpha / beta) = 8.17 / 8.17 eV
Multiplicity = 1
Net charge = +1
Molecular weight = 110.140 g/mol
LUMO energy (alpha / beta) = -4.662 / -4.661 eV


<two>
Below is an isolated ion of composition C5H8N3 and charge +1, with properties calculated with ωB97M-V/def2-TZVPD.

XYZ file:
```
16
C5H8N3, DFT ωB97M-V/def2-TZVPD
C 0.68 1.45 0.08
C -0.35 0.33 0.45
N 0.25 -0.97 0.86
C -0.39 -1.95 0.25
N -1.39 -1.54 -0.57
C -1.33 -0.11 -0.66
C -2.86 0.66 -0.18
N -3.66 1.35 0.26
H 0.39 2.15 -0.76
H 1.50 0.77 -0.29
H 0.94 2.00 0.88
H -1.00 0.72 1.29
H 1.08 -1.18 1.43
H 0.03 -2.98 0.48
H -2.02 -2.07 -1.15
H -0.85 0.19 -1.59
```

Computed properties:
Frontier orbital gap = 10.99 eV
Structure (SMILES) = C[C@@H]1NC=[NH+][C@H]1C#N
Multiplicity = 1
Net charge = +1
Molecular weight = 110.140 g/mol
LUMO energy = -4.348 eV


The most stable of them is <two>.